The following is a DFT calculation (ωB97M-V/def2-TZVPD) of the ion C4H5BrNS with charge +1 in a non-equilibrium geometry.

As for the energy: -3182.07839 hartree. Its total charge is +1. Its multiplicity is 1.

Structure (XYZ):
```
12
Properties=species:S:1:pos:R:3:forces:R:3
C -0.236 1.146 -0.101 -0.4 1.0 -0.1
C 0.238 2.414 -0.135 0.0 -0.3 0.0
C 1.945 0.764 -0.004 3.1 -2.6 -0.1
C 0.467 -1.204 0.062 -0.2 -1.3 0.2
N 0.751 0.205 -0.028 0.8 0.7 0.0
S 1.961 2.445 -0.075 -0.2 -0.6 0.0
Br 3.724 -0.586 -0.008 -3.0 2.6 0.1
H -1.267 0.839 -0.133 -0.1 0.0 0.0
H -0.336 3.318 -0.190 -0.1 0.2 0.0
H -0.346 -1.463 -0.614 0.0 0.1 0.0
H 1.348 -1.784 -0.200 -0.1 0.1 0.0
H 0.173 -1.456 1.082 0.0 0.1 -0.1
```
Positions in Å, forces in eV/Å.

The following is a DFT calculation (ωB97M-V/def2-TZVPD) of the molecule C8H10ClNOSi in a non-equilibrium geometry.

As for the energy: -1190.42891 hartree. Its multiplicity is 1.

Structure (XYZ):
```
22
Properties=species:S:1:pos:R:3:forces:R:3
C 2.497 2.059 -2.060 -0.4 -2.9 3.0
C 2.367 0.890 3.045 0.3 0.3 0.8
C 2.373 1.226 -1.186 -0.4 0.4 -0.5
C 2.299 0.585 1.883 -0.5 -0.9 -1.7
C -0.951 0.462 0.122 -0.5 0.0 1.6
C -2.342 1.096 0.424 3.0 1.7 -0.1
C -2.023 -1.614 -0.635 0.5 -2.5 1.3
C 0.309 -1.426 -0.595 2.5 4.1 2.0
N -0.927 -0.776 -0.397 0.2 2.7 0.1
O 0.113 1.020 0.489 -0.1 -0.1 -0.9
Si 1.892 -0.016 0.086 -1.6 -1.1 0.9
Cl 3.326 -1.564 -0.184 0.1 0.3 0.1
H 2.624 2.775 -2.744 0.4 2.2 -2.2
H 2.488 1.204 4.076 -0.1 -0.3 -0.7
H -2.966 0.311 0.506 -2.4 -2.4 0.9
H -2.449 1.796 1.304 0.7 -0.8 -1.2
H -2.632 1.537 -0.506 -0.3 0.9 -0.5
H -2.959 -1.169 -0.597 -1.6 0.9 -0.6
H -1.788 -2.180 -1.527 -0.6 -0.1 -0.3
H -2.022 -2.336 0.222 -0.2 0.0 -0.7
H 0.520 -1.538 -1.598 0.5 -0.3 -2.4
H 0.251 -2.341 -0.130 0.5 -2.2 1.3
```
Positions in Å, forces in eV/Å.

The following is a DFT calculation (ωB97M-V/def2-TZVPD) of the molecule C14H18N2O6 in a non-equilibrium geometry.

As for the energy: -1105.23850 hartree. Its multiplicity is 1.

Structure (XYZ):
```
40
Properties=species:S:1:pos:R:3:forces:R:3
N 0.787 -1.724 0.636 1.2 2.0 1.6
C 0.521 -0.937 -0.550 -1.4 -2.0 -1.3
C 1.694 -0.688 -1.514 -2.1 0.7 -1.3
C 2.793 -0.184 -0.710 0.9 2.1 0.1
C 2.833 1.170 -0.358 -0.5 1.2 0.5
C 3.879 1.799 0.343 1.0 -1.9 -0.6
C 5.021 0.944 0.603 -2.1 -0.5 -0.4
O 6.103 1.471 1.206 0.2 2.0 0.0
C 4.940 -0.470 0.317 0.5 1.6 0.6
C 3.820 -0.985 -0.286 -0.1 -1.9 -0.3
C -0.652 -1.700 -1.292 0.4 1.1 0.7
O -0.545 -2.266 -2.368 0.1 0.3 0.8
N -1.824 -1.683 -0.585 -1.3 -0.7 -0.4
C -2.222 -0.921 0.611 0.7 -0.1 -0.1
C -2.396 0.609 0.357 -1.6 -0.4 -1.0
C -3.777 0.961 -0.282 -1.5 -0.3 0.3
C -4.021 2.457 -0.342 0.6 0.3 -0.2
O -3.299 3.295 0.141 -0.1 -0.3 -0.2
O -5.136 2.784 -1.039 0.1 -0.6 -0.3
C -3.442 -1.621 1.279 -2.0 0.5 -1.0
O -4.361 -2.079 0.607 2.1 0.5 1.4
O -3.594 -1.550 2.646 1.9 1.2 -0.3
H 1.336 -2.500 0.413 0.8 -1.9 -0.5
H 1.486 -1.119 1.149 -1.0 -1.0 -0.2
H 0.118 -0.070 -0.055 0.0 1.0 -0.8
H 2.019 -1.581 -2.082 -0.6 0.3 0.4
H 1.283 0.080 -2.289 1.0 -1.2 1.2
H 1.936 1.783 -0.576 0.6 -0.3 -0.1
H 3.880 2.899 0.577 0.0 -1.3 -0.2
H 5.949 2.468 1.204 0.6 -2.0 0.2
H 5.709 -1.209 0.518 0.4 0.7 0.4
H 3.723 -2.113 -0.440 0.4 1.7 0.0
H -2.538 -2.285 -1.019 0.3 0.6 0.5
H -1.405 -0.914 1.316 0.4 -0.7 0.3
H -2.425 1.121 1.318 0.4 0.1 0.0
H -1.522 0.967 -0.253 -1.1 -0.2 0.6
H -4.106 0.518 -1.253 1.0 0.3 0.5
H -4.648 0.574 0.348 1.2 0.4 -0.3
H -5.053 3.685 -1.380 0.0 0.2 0.4
H -2.867 -0.985 3.086 -1.4 -1.4 -1.2
```
Positions in Å, forces in eV/Å.

Values of highest occupied orbital energy, in order: -14.7; -9.4; -8.5, all in eV.
Values of ΔE to the lowest compared entry with this formula, charge and spin, in order: 0.1; 69.7; 37.4, all in kcal/mol.
Values of E_LUMO, in order: -5.58; 0.51; 0.24, all in eV.